Density functional theory data (the ωB97M-V functional and the def2-TZVPD basis) for the molecule C3H8N4O in a non-equilibrium geometry.

Geometry (Å):
C  0.20  2.61  -0.09
N  -0.81  1.87  0.09
N  -0.55  0.49  1.17
O  -0.68  0.18  2.53
C  -0.04  -0.47  0.35
N  0.31  -1.68  0.90
N  0.05  -0.11  -0.90
C  0.02  -1.12  -1.95
H  0.00  3.66  -0.31
H  1.24  2.28  0.01
H  -0.03  0.77  2.94
H  0.44  -2.45  0.27
H  -0.20  -1.92  1.74
H  -0.70  -1.92  -1.76
H  1.01  -1.56  -2.10
H  -0.25  -0.63  -2.89

Summary:
* structure (SMILES): C=NN(O)/C(N)=N/C
* frontier orbital gap (spin up / spin down): 7.97 / 7.97 eV
* relative energy (zero: lowest compared OMol25 entry of this formula, charge and spin): 156.9 kcal/mol
* E_HOMO (spin up / spin down): -7.9 / -7.9 eV

Density functional theory data (the ωB97M-V functional and the def2-TZVPD basis) for a structure of composition C4H9NNaO4S in a non-equilibrium geometry.

Geometry (Å):
C  -1.49  1.49  -1.41
N  -1.19  0.11  -1.04
C  -1.35  -0.22  0.35
C  -0.11  -0.85  0.97
C  1.04  0.03  1.30
O  1.62  0.34  -0.01
S  1.67  -1.17  -0.70
O  1.23  -1.18  -2.02
O  2.97  -1.66  -0.52
O  0.54  -1.88  0.21
H  -0.58  2.09  -1.42
H  -1.86  1.50  -2.42
H  -2.23  1.96  -0.77
H  -1.66  -0.55  -1.64
H  -1.63  0.64  0.95
H  -2.14  -0.95  0.49
H  -0.45  -1.33  1.89
H  0.82  0.87  1.96
H  1.76  -0.64  1.82
Na  3.03  1.40  2.00

Summary:
* frontier orbital gap: 6.86 eV
* charge: +1
* E_HOMO: -11.9 eV

Density functional theory data (the ωB97M-V functional and the def2-TZVPD basis) for the ion C6H8NS with charge -1 in a non-equilibrium geometry.

Geometry (Å):
C  0.07  0.65  -0.98
C  0.40  -0.65  -0.51
C  -0.76  1.57  -0.46
C  0.38  -1.11  0.75
C  -0.93  2.85  -1.13
C  0.73  -2.59  1.09
N  -0.05  -0.30  1.74
S  -0.31  -0.88  3.22
H  0.37  0.79  -2.06
H  0.69  -1.23  -1.38
H  -0.55  3.72  -0.50
H  -0.44  2.83  -2.08
H  -2.05  2.86  -1.42
H  0.91  -3.06  0.21
H  1.59  -2.43  1.79
H  -0.04  -3.03  1.73

Summary:
* frontier orbital gap (spin up / spin down): 6.40 / 5.41 eV
* charge: -1
* relative energy (zero: lowest compared OMol25 entry of this formula, charge and spin): 103.5 kcal/mol
* E_HOMO (spin up / spin down): -2.6 / -2.1 eV